(1)
This record from OMol25 describes C3H4N2O in the gas phase. The level of theory is ωB97M-V/def2-TZVPD.

Summary:
HOMO level ... -8.975 eV
Energy above the lowest of the compared OMol25 structures with the same formula, charge and spin ... 85.6 kcal/mol

```
10
Properties=species:S:1:pos:R:3:forces:R:3
H -1.058950 1.541138 -1.856944 0.13 -0.03 0.08
C 0.489609 -0.487075 0.052155 0.02 0.22 -0.08
H -0.369391 0.545174 1.990147 -0.05 -0.17 -0.15
C 0.179707 -0.038202 -1.377753 -0.32 0.37 0.29
O 0.219122 -1.857641 0.201285 0.08 -0.07 0.31
N -0.937093 1.346589 0.203443 0.24 -0.35 0.25
C -0.334341 0.473840 0.907337 -0.11 0.18 -0.14
N -0.607346 0.977202 -1.150066 0.16 -0.16 -0.38
H 1.547682 -0.240264 0.247863 -0.10 -0.05 -0.16
H 0.871002 -2.260761 0.782533 -0.05 0.04 -0.04
```
Forces are in eV/Å.

=====

(2)
This record from OMol25 describes C3H4N2O in the gas phase. The level of theory is ωB97M-V/def2-TZVPD.

Summary:
HOMO level ... -7.829 eV
Energy above the lowest of the compared OMol25 structures with the same formula, charge and spin ... 107.3 kcal/mol

```
10
Properties=species:S:1:pos:R:3:forces:R:3
H 2.130190 -0.478384 0.681773 -0.19 0.09 -0.09
N -1.892077 0.489363 0.323627 -0.08 -0.40 -0.25
C -0.562881 0.957014 0.600535 -0.16 -0.27 -0.16
C 0.173582 0.003460 0.003154 -0.19 0.42 0.28
C -1.773261 -0.598920 -0.349315 -0.31 0.19 0.11
H 1.367199 1.088151 0.678542 0.70 -0.20 -0.13
O -0.489150 -1.014589 -0.617966 0.15 0.18 0.11
N 1.603019 0.197969 0.120061 0.15 0.04 0.02
H -2.558873 -1.232809 -0.735791 0.11 -0.02 -0.01
H 2.123463 0.409691 -0.737233 -0.18 -0.04 0.12
```
Forces are in eV/Å.

=====

(3)
This record from OMol25 describes a molecular structure, C3H4N2O in a non-equilibrium geometry. The level of theory is ωB97M-V/def2-TZVPD.

Summary:
HOMO level ... -8.489 eV
Energy above the lowest of the compared OMol25 structures with the same formula, charge and spin ... 108.7 kcal/mol

```
10
Properties=species:S:1:pos:R:3:forces:R:3
C 0.246172 -1.451412 -0.014107 0.21 -0.28 -0.12
H -0.305725 -2.178467 -0.615618 0.14 0.06 0.04
C -0.564222 0.696969 0.357544 0.32 -0.57 -0.14
N 0.923933 0.528638 -0.793028 -3.11 -0.26 2.51
H 0.766843 1.495432 -0.834857 1.75 1.15 -1.57
C 1.228254 -0.687836 -0.891419 -0.13 0.65 -0.02
H -1.075765 2.549582 0.566288 0.10 -0.09 -0.06
O -0.707421 -0.582165 0.597982 -0.22 -0.15 0.21
N -1.299373 1.599464 0.845176 0.94 -0.52 -0.71
H 0.787304 -1.970204 0.782040 -0.01 0.02 -0.15
```
Forces are in eV/Å.

=====

(4)
This record from OMol25 describes C3H4N2O2 in the gas phase in a non-equilibrium geometry. The level of theory is ωB97M-V/def2-TZVPD.

Summary:
HOMO level ... -9.664 eV
SMILES string ... O=C1NN=C[C@@H]1O
Energy above the lowest of the compared OMol25 structures with the same formula, charge and spin ... 71.7 kcal/mol

```
11
Properties=species:S:1:pos:R:3:forces:R:3
H -0.444188 0.636547 1.316926 -0.42 -0.96 -1.48
H -1.831648 -1.189234 -0.165540 0.77 -0.85 -0.20
C 1.215056 0.284980 -0.005333 -1.39 -1.57 -0.48
H -0.359066 2.373677 -0.194563 -0.22 -1.58 -0.24
O 2.036380 1.126954 -0.106496 1.04 1.96 0.49
N 1.412655 -1.027516 -0.272236 -1.30 -2.61 0.51
H 2.160792 -1.678075 -0.192300 1.22 0.58 -0.04
C -0.351681 0.380006 0.188291 3.11 3.36 1.23
O -0.734017 1.529609 -0.561469 -0.78 0.19 0.07
C -0.750288 -0.988494 -0.190445 -1.47 0.39 0.91
N 0.230644 -1.806103 -0.239202 -0.57 1.09 -0.78
```
Forces are in eV/Å.

=====

(5)
This record from OMol25 describes 2 unconnected molecules or ions with the total composition C3H4N2O2 in a non-equilibrium geometry. The level of theory is ωB97M-V/def2-TZVPD.

Summary:
HOMO level ... -9.336 eV
SMILES string ... NN=C=O.C=C=O
Energy above the lowest of the compared OMol25 structures with the same formula, charge and spin ... 108.4 kcal/mol

```
11
Properties=species:S:1:pos:R:3:forces:R:3
H 0.077388 1.066796 -1.762311 -2.53 1.19 1.13
O -1.129737 0.439395 2.160046 -1.28 -1.02 1.81
H 0.299252 -1.831495 1.457681 -0.42 0.42 1.08
H -0.974210 2.338419 -1.410182 -0.15 2.47 -0.09
N -0.821783 1.406244 -1.213811 2.61 -3.86 -2.30
N -0.468574 1.174706 0.085156 -1.44 0.90 0.30
O 1.619814 0.099457 -0.697074 -1.08 -2.22 0.44
C -1.058563 0.725587 1.044931 1.69 1.10 -0.48
C 0.715211 -1.857589 0.494358 -0.44 1.04 0.46
C 1.054332 -0.805611 -0.173681 2.98 2.27 -0.95
H 0.686868 -2.755909 0.014887 0.05 -2.29 -1.40
```
Forces are in eV/Å.

=====

(6)
This record from OMol25 describes C3H4N2O2 in the gas phase in a non-equilibrium geometry. The level of theory is ωB97M-V/def2-TZVPD.

Summary:
HOMO level ... -10.360 eV
SMILES string ... O=C1NCC=NO1
Energy above the lowest of the compared OMol25 structures with the same formula, charge and spin ... 86.3 kcal/mol

```
11
Properties=species:S:1:pos:R:3:forces:R:3
H 1.224706 -0.395352 1.388115 -0.27 -1.67 -0.53
C -0.447714 -0.095979 -1.469226 -0.10 -3.06 -0.20
H -0.389273 -1.224459 1.199260 -0.30 -0.12 -0.06
O -0.803063 -0.762254 -2.451073 0.73 2.61 2.10
N -0.605375 1.737882 0.169888 1.28 -3.11 1.18
O -1.152890 0.938129 -0.945217 0.40 0.31 -0.49
N 0.646215 -0.554465 -0.637983 -1.12 -2.33 -1.28
C -0.008203 0.926470 1.020956 -2.19 4.13 -1.00
H 0.405506 1.503198 1.898207 -0.60 -0.87 -0.90
H 0.841983 -1.580194 -0.952127 -0.36 2.64 0.59
C 0.288107 -0.492977 0.779199 2.52 1.47 0.59
```
Forces are in eV/Å.

=====

(7)
This record from OMol25 describes C3H4N2O2 in the gas phase in a non-equilibrium geometry. The level of theory is ωB97M-V/def2-TZVPD.

Summary:
HOMO level ... -9.572 eV
SMILES string ... Cn1ncoc1=O
Energy above the lowest of the compared OMol25 structures with the same formula, charge and spin ... 49.3 kcal/mol

```
11
Properties=species:S:1:pos:R:3:forces:R:3
N -0.246721 0.207471 -0.285149 0.08 0.07 -0.04
H -1.437231 -1.315520 0.504518 -0.06 0.24 -0.07
H -2.053453 -0.553994 -0.977666 -0.03 0.07 0.13
C 0.463188 1.123426 0.465868 0.27 0.03 0.13
C 1.752928 -0.475944 -0.292507 -0.18 -0.16 -0.38
H -2.179535 0.304054 0.587375 0.24 0.11 -0.16
O 0.213178 2.238329 0.819585 -0.08 -0.94 0.33
H 2.669072 -0.983093 -0.563054 -0.03 0.11 0.32
N 0.631872 -0.702234 -0.855810 0.25 -0.43 0.33
C -1.564716 -0.360116 -0.021851 -0.13 0.08 -0.04
O 1.751413 0.517619 0.618695 -0.33 0.81 -0.55
```
Forces are in eV/Å.

=====

(8)
This record from OMol25 describes C3H4N2O2 in the gas phase. The level of theory is ωB97M-V/def2-TZVPD.

Summary:
HOMO level ... -10.341 eV
SMILES string ... [H]/N=C1\COC(=O)N1
Energy above the lowest of the compared OMol25 structures with the same formula, charge and spin ... 17.5 kcal/mol

```
11
Properties=species:S:1:pos:R:3:forces:R:3
O -1.073881 -1.139112 -0.046935 -0.22 0.14 0.13
H -0.562735 1.851744 0.929735 -0.10 -0.29 -0.05
C -1.519268 -0.011206 0.570447 0.04 0.09 0.18
N 1.701578 1.103667 -0.258014 0.06 0.21 0.20
C 0.649740 0.442878 -0.061725 -0.07 -0.34 -0.13
O -2.610096 0.116398 1.035713 0.16 0.01 -0.13
H 0.891544 -1.756669 0.011311 -0.19 0.57 -0.18
C 0.276357 -0.968238 -0.465907 0.25 -0.61 -0.10
N -0.480301 0.910542 0.567740 -0.04 0.21 0.02
H 0.325531 -1.093318 -1.552739 0.04 0.05 0.15
H 2.401531 0.543314 -0.729627 0.08 -0.03 -0.10
```
Forces are in eV/Å.

=====

(9)
This record from OMol25 describes C3H4N2O2 in the gas phase. The level of theory is ωB97M-V/def2-TZVPD.

Summary:
HOMO level ... -7.859 eV
Energy above the lowest of the compared OMol25 structures with the same formula, charge and spin ... 121.0 kcal/mol

```
11
Properties=species:S:1:pos:R:3:forces:R:3
C 1.288857 0.262143 -0.038606 0.11 0.18 0.10
H -2.656083 -0.030425 0.315597 -0.12 -0.35 0.10
H 2.271556 1.629405 -0.719919 0.43 -0.23 -0.09
C -0.725195 -0.255119 0.454707 -0.22 0.27 0.27
H 0.727335 -1.702241 -0.129102 -0.13 0.15 -0.41
O 2.085109 0.709439 -0.980689 0.41 -0.16 0.19
N -1.983970 -0.753538 0.068005 -0.05 -0.08 0.09
N 0.403276 -0.748565 -0.293784 0.00 0.33 0.10
C -0.487634 0.793383 1.277515 -0.25 -0.46 -0.10
O 1.087001 0.949270 0.990612 -0.17 0.32 -0.43
H -2.010249 -0.853749 -0.944334 -0.01 0.04 0.16
```
Forces are in eV/Å.

=====

(10)
This record from OMol25 describes a molecular structure, C3H4N2O2 in a non-equilibrium geometry. The level of theory is ωB97M-V/def2-TZVPD.

Summary:
HOMO level ... -7.999 eV
Energy above the lowest of the compared OMol25 structures with the same formula, charge and spin ... 67.9 kcal/mol

```
11
Properties=species:S:1:pos:R:3:forces:R:3
H -2.457188 0.305250 -0.015543 0.02 -0.23 0.02
H -2.084552 -1.311035 -0.499784 0.19 0.13 -0.27
H -0.190497 2.142292 -0.085975 -0.48 0.10 0.33
N -1.779834 -0.431082 -0.124623 -0.05 -0.02 -0.12
C 1.719453 0.023410 0.001228 0.94 -1.17 -0.09
C 0.042337 1.149006 0.240451 -1.17 0.36 0.73
O 1.333097 0.995148 0.838887 0.34 0.24 -1.14
N 0.594678 -0.966209 -0.099028 0.23 0.32 0.01
C -0.473006 -0.076184 -0.002511 -0.04 0.53 0.06
O 2.719579 0.032403 -0.642462 -0.37 -0.75 0.49
H 0.575928 -1.863001 0.389358 0.39 0.49 -0.02
```
Forces are in eV/Å.

=====

| no. | orbital gap (eV) |
| --- | --- |
| 1 | 9.26 |
| 2 | 7.81 |
| 3 | 9.18 |
| 4 | 9.96 |
| 5 | 9.82 |
| 6 | 10.77 |
| 7 | 10.44 |
| 8 | 10.99 |
| 9 | 7.97 |
| 10 | 8.69 |